# 1
Below is C8H6N2O5STi as an isolated structure in a non-equilibrium geometry, with properties calculated with ωB97M-V/def2-TZVPD.

The calculation puts the LUMO energy (spin up / spin down) at -9.626 / -10.134 eV. For the max |F|, the calculation gives 7.573 eV/Å. Its charge is +2. The total energy comes out at -55543.34995 eV. As for the expectation value of S²: 2.01. For the HOMO energy (spin up / spin down), the calculation gives -16.831 / -16.861 eV. As for the HOMO-LUMO gap (spin up / spin down): 7.20 / 6.73 eV. As for the spin multiplicity: 3.

Element x y z (Å)
O  -0.148  3.840  -2.260
C  -0.240  2.703  -2.191
Ti  -0.124  -2.217  -1.272
O  -0.204  -1.090  -4.375
C  -0.206  -1.521  -3.297
C  -0.130  -4.166  -1.846
O  -0.148  -5.280  -2.183
C  -1.853  -1.357  -1.893
O  -2.860  -0.801  -2.084
C  1.633  -1.298  -1.676
O  2.610  -0.684  -1.815
S  -0.294  -1.843  1.108
C  -0.035  -0.190  1.497
N  1.139  0.474  1.570
C  1.018  1.717  2.318
C  -0.493  1.855  2.526
N  -1.004  0.592  2.006
H  2.013  0.084  1.248
H  1.438  2.547  1.745
H  1.534  1.669  3.286
H  -0.910  2.696  1.952
H  -0.765  1.977  3.586
H  -1.972  0.293  2.049

Results of the Mulliken charge analysis, in e, for atoms 1 through 5: O -0.13; C 0.13; Ti -0.13; O -0.10; C 0.34

=====

# 2
Below is the molecule C8H6N2OS in a non-equilibrium geometry, with properties calculated with ωB97M-V/def2-TZVPD.

The calculation puts the LUMO energy at -0.144 eV. For the max |F|, the calculation gives 5.328 eV/Å. The total energy comes out at -24254.53636 eV. For the HOMO energy, the calculation gives -8.064 eV. Its energy relative to the best compared isomer or geometry (same formula, charge and spin) is 39.7 kcal/mol. As for the HOMO-LUMO gap: 7.92 eV. As for the spin multiplicity: 1.

Element x y z (Å)
C  1.806  -1.915  -0.013
C  2.646  -0.810  0.028
C  0.428  -1.745  -0.027
C  2.141  0.476  0.041
C  -0.038  -0.459  -0.010
C  0.757  0.679  0.014
C  -0.988  2.205  -0.018
C  -1.823  -0.043  -0.011
N  0.264  1.969  0.003
N  -2.002  1.294  -0.017
O  -4.299  -0.247  0.018
S  -3.088  -1.109  0.009
H  2.224  -2.910  -0.036
H  3.716  -0.958  0.049
H  -0.247  -2.586  -0.048
H  2.787  1.339  0.069
H  -1.303  3.241  -0.037
H  -2.981  1.580  -0.016

Results of the Mulliken charge analysis, in e, for atoms 1 through 5: C -0.48; C -0.53; C -0.58; C -0.20; C 0.80

=====

# 3
Below is the molecule C8H6N2S2 in a non-equilibrium geometry, with properties calculated with ωB97M-V/def2-TZVPD.

The calculation puts the LUMO energy at -1.518 eV. For the max |F|, the calculation gives 4.670 eV/Å. The total energy comes out at -33041.06270 eV. For the HOMO energy, the calculation gives -9.481 eV. Its energy relative to the best compared isomer or geometry (same formula, charge and spin) is 67.9 kcal/mol. As for the HOMO-LUMO gap: 7.96 eV. As for the spin multiplicity: 1.

Element x y z (Å)
N  3.151  -1.320  0.391
C  2.057  -1.051  0.135
C  0.731  -0.741  -0.374
C  -0.323  -1.679  0.225
C  -1.534  -1.208  0.422
C  -2.012  0.121  -0.029
S  -3.578  0.296  -0.448
C  -1.002  1.143  -0.400
C  0.392  0.856  -0.085
S  0.884  1.280  1.685
C  1.364  1.536  -0.833
N  2.112  2.054  -1.538
H  0.698  -0.735  -1.419
H  0.025  -2.569  0.616
H  -2.267  -1.784  0.896
H  -1.174  1.616  -1.469
H  -1.220  1.973  0.342
H  1.696  0.213  1.885

Results of the Mulliken charge analysis, in e, for atoms 1 through 5: N -0.41; C -0.16; C 0.32; C -0.77; C -0.45

=====

> Which value of max |F| does entry 1 give?

7.573 eV/Å

=====

> Among the records above, which one has the lowest max |F|?

C8H6N2S2

=====

> Which of these has the highest max |F|?

C8H6N2O5STi

=====

> What is the formula in the second record?

C8H6N2OS